Entry one
Below is a cluster of 9 separate species, C33H56N2O21 in total, with properties calculated with wB97M-V/def2-TZVPD.

Geometry (Å):
C  1.60927  3.59546  1.24068
C  0.78227  2.56646  2.03368
C  -0.06973  3.16646  3.19368
O  -1.41973  2.82646  2.82768
C  -1.40073  2.16946  1.67168
O  -2.41673  1.76146  1.07968
O  -0.15373  1.94446  1.20968
H  1.09827  4.48146  0.82768
H  2.05727  3.16246  0.27268
H  2.46227  4.01246  1.76868
H  1.32927  1.69646  2.35968
H  -0.02373  4.28946  3.30668
H  0.17927  2.70846  4.10368
C  1.36427  -4.44554  -1.91032
C  1.60527  -5.94054  -1.82432
C  3.13727  -6.27954  -1.88832
O  3.38627  -6.65354  -0.52632
C  2.27427  -6.68054  0.10268
O  2.21827  -6.95354  1.30768
O  1.17027  -6.37954  -0.56532
H  1.77727  -4.03354  -2.79632
H  1.70527  -3.85354  -1.06232
H  0.26527  -4.29254  -1.93632
H  1.14427  -6.45654  -2.65832
H  3.70927  -5.38154  -2.21832
H  3.42427  -7.14154  -2.49832
C  -0.30173  4.10046  -1.40132
C  -1.37073  4.93946  -0.66632
C  -1.42773  6.40046  -1.13432
O  -2.80673  6.58146  -1.27532
C  -3.55973  5.44846  -1.08832
O  -4.80673  5.45646  -1.15232
O  -2.73373  4.45046  -0.86132
H  -0.31673  3.06646  -1.03232
H  0.67827  4.56046  -1.31332
H  -0.42173  4.11946  -2.46632
H  -1.15073  4.89646  0.35968
H  -0.85473  6.40046  -2.11832
H  -1.21373  7.16646  -0.40432
C  2.30927  -1.01254  0.03868
C  3.37427  -0.25354  0.86768
C  4.77827  -0.65454  0.44268
O  5.37627  0.62646  0.12968
C  4.49527  1.59446  0.28268
O  4.68927  2.77746  -0.01732
O  3.33027  1.16546  0.63468
H  1.35927  -0.60354  0.16068
H  2.09527  -2.03954  0.35868
H  2.46127  -0.95154  -1.04032
H  3.24427  -0.36954  1.91268
H  4.85327  -1.33254  -0.35932
H  5.20927  -1.13554  1.30868
C  4.28227  -2.49654  -3.56632
O  3.35427  -1.45354  -3.52732
C  3.78627  -0.17554  -3.32632
O  5.17727  0.11246  -3.18832
O  2.79827  0.75846  -3.14932
C  3.14127  2.13246  -3.01232
H  4.45227  -2.78354  -2.57232
H  5.20527  -2.34054  -4.05432
H  3.92927  -3.44254  -4.02932
H  2.30027  2.76046  -2.65432
H  3.59027  2.48346  -3.95832
H  3.91827  2.26246  -2.33832
C  -0.66373  -5.20854  1.67068
O  -1.87073  -4.70654  1.11468
C  -1.89073  -3.56754  0.53968
O  -0.72273  -2.75154  0.32568
O  -3.16773  -3.21854  0.19768
C  -3.52773  -2.04554  -0.55332
H  -0.64373  -6.23354  1.61068
H  -0.53873  -4.82054  2.65668
H  0.19127  -4.99154  1.08468
H  -2.90873  -1.20854  -0.31232
H  -4.48773  -1.74054  -0.33332
H  -3.40973  -2.21854  -1.55532
C  -0.71773  -0.87154  2.76968
O  -0.29973  0.11146  3.68868
C  -0.05773  -0.31654  4.94868
O  0.11627  -1.66654  5.27468
O  0.09927  0.64946  5.89868
C  0.23427  0.17646  7.22668
H  -0.41473  -1.86754  2.87968
H  -0.33473  -0.64554  1.83068
H  -1.80273  -0.95454  2.67168
H  -0.68973  -0.32054  7.57368
H  0.38327  0.98646  7.93268
H  1.14027  -0.42254  7.26068
C  -5.64573  2.18146  1.85768
C  -5.89373  2.84146  0.50568
C  -5.40273  2.09846  -0.74632
C  -6.10473  0.81246  -0.98132
N  -6.68273  -0.15854  -1.14632
H  -6.23473  1.26046  1.85768
H  -5.73173  2.89746  2.65268
H  -4.61573  1.85946  1.91468
H  -5.38073  3.83446  0.47468
H  -6.92073  3.13346  0.47268
H  -4.32273  1.92346  -0.63032
H  -5.52173  2.72346  -1.62732
C  -1.71573  0.72246  -2.42432
C  -0.41773  0.03946  -1.85532
C  0.04527  -1.10954  -2.70532
C  -0.98473  -2.07754  -3.09832
N  -1.81373  -2.86154  -3.42232
H  -2.52373  0.02946  -2.78632
H  -1.33073  1.39646  -3.18532
H  -2.20973  1.26446  -1.56532
H  -0.69973  -0.29054  -0.83932
H  0.30227  0.82546  -1.64032
H  0.67627  -1.74354  -2.13332
H  0.67527  -0.85354  -3.56132

Properties
Kohn-Sham gap	0.3808	Eh
SMILES	C[C@H]1COC(=O)O1.C[C@H]1COC(=O)O1.C[C@H]1COC(=O)O1.C[C@H]1COC(=O)O1.COC(=O)OC.COC(=O)OC.COC(=O)OC.CCCC#N.CCCC#N
multiplicity	1
HOMO energy	-10.29	eV
E_LUMO	0.1	eV

Mulliken population analysis, charges in e, atoms 1 to 4: -1.03 0.73 -0.81 -0.35

---

Entry two
Below is a cluster of 9 separate species, C33H56N2O21 in total, with properties calculated with wB97M-V/def2-TZVPD.

Geometry (Å):
C  -4.27846  -3.92793  -2.03251
C  -3.01546  -4.05993  -2.82551
C  -2.83646  -3.13993  -4.04351
O  -1.64146  -2.37993  -3.69451
C  -1.32846  -2.61793  -2.42351
O  -0.43346  -2.08493  -1.81351
O  -2.01746  -3.64093  -1.94751
H  -4.33246  -4.60593  -1.23351
H  -5.20246  -4.07393  -2.64251
H  -4.26146  -2.90893  -1.70251
H  -2.80846  -5.07593  -3.14251
H  -3.66446  -2.37493  -4.10851
H  -2.80246  -3.64593  -5.01251
C  -0.42746  0.64307  0.18549
C  -1.16446  -0.06493  1.32949
C  -2.62746  0.15507  1.51949
O  -3.08646  -1.06893  1.04949
C  -2.13346  -1.95593  0.97249
O  -2.28046  -3.12793  0.66449
O  -0.93946  -1.41993  1.21149
H  -0.70946  1.62907  0.13049
H  -0.69246  0.29807  -0.77051
H  0.65054  0.53707  0.45249
H  -0.58846  0.23307  2.19349
H  -3.06546  1.05907  1.06349
H  -2.83646  0.20407  2.55049
C  0.90454  -5.17093  -0.18151
C  -0.21346  -6.10793  0.21849
C  -1.31146  -6.40693  -0.78451
O  -1.49446  -7.82993  -0.54851
C  -0.44346  -8.31593  0.08249
O  -0.27046  -9.50593  0.27249
O  0.30754  -7.34493  0.52549
H  1.75154  -5.34593  0.37949
H  0.56354  -4.14093  -0.05951
H  1.25354  -5.23293  -1.24751
H  -0.73146  -5.74193  1.08649
H  -0.93046  -6.29293  -1.80351
H  -2.12946  -5.74593  -0.53251
C  0.45154  6.90807  1.68049
C  -0.63346  6.24007  2.51949
C  -1.81346  5.87507  1.71549
O  -2.02846  4.48807  1.96349
C  -1.03946  3.99007  2.64249
O  -1.02046  2.83307  3.01349
O  -0.19146  4.99707  3.00249
H  0.32454  7.93307  1.51249
H  0.60654  6.46507  0.70549
H  1.47854  6.71407  2.04449
H  -0.90046  6.87207  3.34149
H  -1.50446  5.94407  0.66049
H  -2.76046  6.46707  1.91249
C  0.76654  -3.70793  3.21249
O  1.17154  -3.11993  4.40849
C  1.61654  -1.90193  4.37349
O  1.73754  -1.05493  3.20749
O  2.06554  -1.49893  5.57349
C  2.59254  -0.23193  5.72249
H  0.16354  -2.99593  2.58749
H  -0.01846  -4.43993  3.38849
H  1.57954  -4.23193  2.67749
H  1.77854  0.54807  5.67449
H  3.36354  -0.00993  5.05049
H  3.08054  -0.15493  6.70049
C  -1.24046  4.16007  -1.26251
O  -1.53646  2.99507  -2.04151
C  -2.52846  2.23307  -1.65151
O  -3.49346  2.60707  -0.72951
O  -2.64046  1.05007  -2.34451
C  -3.80346  0.26707  -2.15351
H  -2.00746  4.91907  -1.38151
H  -0.27046  4.59207  -1.47951
H  -1.28046  3.89807  -0.20251
H  -4.06046  0.22107  -1.08451
H  -3.60846  -0.69593  -2.56751
H  -4.61946  0.73207  -2.64251
C  2.05254  2.35707  2.91649
O  3.02954  3.02307  2.21149
C  2.57554  3.69307  1.09049
O  1.23454  3.56407  0.56449
O  3.45854  4.53307  0.64749
C  3.26554  5.18207  -0.58251
H  2.54954  1.50907  3.40249
H  1.45954  1.74507  2.25149
H  1.45354  2.97807  3.63649
H  4.10054  5.81807  -0.86351
H  2.29654  5.73907  -0.73951
H  3.19554  4.42707  -1.32451
C  1.32154  2.42107  -2.81851
C  1.45754  1.36207  -3.86351
C  0.12454  0.68107  -4.24751
C  0.37954  -0.26493  -5.41451
N  0.56654  -0.98493  -6.30151
H  2.25654  2.84007  -2.41051
H  0.76254  2.05707  -1.94551
H  0.85654  3.33507  -3.29851
H  2.25854  0.70007  -3.66551
H  1.71654  1.90907  -4.69951
H  -0.62046  1.45207  -4.38351
H  -0.19746  0.04607  -3.34451
C  3.48254  0.77907  -0.48051
C  3.54854  -0.43393  0.47149
C  2.70754  -1.69093  -0.03251
C  3.38754  -2.97493  0.32249
N  3.99554  -3.94193  0.59249
H  3.77054  0.49207  -1.51851
H  4.23754  1.47207  -0.16251
H  2.45154  1.18007  -0.53551
H  3.26054  -0.11393  1.48049
H  4.64754  -0.70393  0.51349
H  2.63754  -1.66093  -1.11951
H  1.80954  -1.83193  0.56349

Properties
Kohn-Sham gap	0.3817	Eh
SMILES	C[C@H]1COC(=O)O1.C[C@H]1COC(=O)O1.C[C@H]1COC(=O)O1.C[C@H]1COC(=O)O1.COC(=O)OC.COC(=O)OC.COC(=O)OC.CCCC#N.CCCC#N
multiplicity	1
HOMO energy	-10.25	eV
E_LUMO	0.1	eV

Mulliken population analysis, charges in e, atoms 1 to 4: -1.12 0.27 -0.63 -0.40

---

Out of the structures above, which one is the least stable? Solution: entry one.